1.
Entry from the Open Molecules 2025 dataset: a structure of composition H9Na2O5 in a non-equilibrium geometry (ωB97M-V/def2-TZVPD).

total charge: +1
lowest unoccupied orbital energy: -5.09 eV
relative energy (zero: lowest compared OMol25 entry of this formula, charge and spin): 0.0 kcal/mol
molar mass: 135.05 g/mol

XYZ file:
```
16
Properties=species:S:1:pos:R:3:forces:R:3
Na 0.0652 0.7669 -3.2885 0.3 -0.4 0.4
O 2.7818 0.0040 -0.5547 -0.2 0.2 -0.3
H 1.1039 -2.3650 -1.0036 0.0 0.0 0.2
O 0.2085 -2.3465 -0.6479 -0.2 0.1 -0.2
O -0.2253 0.5459 -0.9177 -0.3 0.6 -1.4
H -1.7019 0.0650 1.5109 -0.1 0.2 0.3
H 3.0698 0.8017 -0.0968 0.0 -0.1 0.0
H 0.2947 0.1600 1.1145 0.1 0.1 0.2
H -3.0875 -0.6222 1.5677 0.0 0.1 0.0
H 0.3637 1.2717 2.1800 0.0 -0.1 0.1
H 1.8206 0.0797 -0.6514 0.1 -0.1 0.2
O 0.1054 0.3526 2.0501 -0.2 -0.1 -0.4
H -0.0964 -1.4322 -0.7417 0.3 0.0 0.0
O -2.6454 0.1841 1.2779 0.1 0.0 -0.6
H 0.3802 1.2942 -0.8696 -0.1 0.2 0.4
Na -2.4371 1.2402 -0.9291 0.2 -0.5 1.0
```
Positions in Å, forces in eV/Å.

Results of the Mulliken charge analysis, in e, for atoms 1 through 5:
1. Na 0.99
2. O -0.63
3. H 0.32
4. O -0.61
5. O -1.19


2.
Entry from the Open Molecules 2025 dataset: a structure of composition C6H12N2 in a non-equilibrium geometry (ωB97M-V/def2-TZVPD).

lowest unoccupied orbital energy (spin up / spin down): 0.64 / 0.64 eV
relative energy (zero: lowest compared OMol25 entry of this formula, charge and spin): 117.5 kcal/mol
molar mass: 112.18 g/mol

XYZ file:
```
20
Properties=species:S:1:pos:R:3:forces:R:3
N 1.8761 0.0762 -1.7110 -0.1 0.2 -0.2
H -1.5680 -2.1999 -0.2905 0.0 0.1 0.1
H 2.0949 -1.1590 0.7484 0.2 0.0 0.1
H -0.1461 -1.8005 -1.2257 0.0 0.0 0.0
H 2.5222 0.5303 1.2597 0.1 0.0 -0.1
C 0.1605 0.7419 0.1161 -1.2 1.0 -1.0
C 1.2961 0.5036 -0.7168 -0.1 -1.4 1.7
H -0.6332 2.0929 1.4083 0.1 0.0 0.0
H -0.0133 -2.1091 0.5103 0.0 0.0 0.0
H 2.4384 -0.7747 -1.6643 0.2 0.2 0.3
N -0.0419 2.0240 0.5942 0.0 -0.1 -0.1
H -2.3809 0.0606 -1.5402 0.1 0.0 0.1
H -3.0523 -0.1201 0.0740 -0.1 0.0 -0.1
C 1.7270 -0.1863 1.0657 0.6 -0.4 -0.8
C -2.2247 0.3303 -0.4831 -0.2 0.0 0.2
C -0.6363 -1.6326 -0.2472 0.2 0.0 -0.3
H -2.3403 1.4110 -0.4154 0.1 0.0 0.1
C -0.9026 -0.1838 0.0347 0.5 0.4 0.2
H 1.1006 -0.2814 1.9483 -0.3 0.1 -0.3
H 0.7238 2.6766 0.5343 -0.1 0.0 0.0
```
Positions in Å, forces in eV/Å.

Results of the Mulliken charge analysis, in e, for atoms 1 through 5:
1. N -0.59
2. H 0.40
3. H 0.40
4. H 0.26
5. H 0.37


3.
Entry from the Open Molecules 2025 dataset: a cluster of 2 separate species, C4H6N2O in total in a non-equilibrium geometry (ωB97M-V/def2-TZVPD).

lowest unoccupied orbital energy: 0.74 eV
relative energy (zero: lowest compared OMol25 entry of this formula, charge and spin): 123.4 kcal/mol
molar mass: 98.11 g/mol

XYZ file:
```
13
Properties=species:S:1:pos:R:3:forces:R:3
C -1.4409 0.3768 -0.7801 -7.1 -2.9 -0.9
C 0.9003 -0.1521 0.4544 2.2 -2.3 2.7
H -2.8913 0.2038 -0.7160 4.7 0.8 -0.8
H -1.5936 2.2436 0.4322 1.7 -2.4 -1.7
O -0.8403 -0.7939 -1.1289 0.4 0.9 -1.7
N 0.2801 1.0588 0.4528 0.2 1.2 -1.0
H 0.8052 1.8573 0.6995 1.1 0.3 0.7
N 1.9706 -0.2191 1.2336 -1.3 -2.3 -0.3
C -0.9621 1.3581 -0.0930 -0.6 1.9 2.7
H -0.6941 -1.9359 0.4061 3.8 0.5 -0.9
H 0.9608 -1.9672 -0.9302 -1.8 0.9 1.4
C 0.1853 -1.3672 -0.2923 -2.2 0.8 1.8
H 2.2846 -1.2223 1.6015 -1.0 2.5 -2.0
```
Positions in Å, forces in eV/Å.

Results of the Mulliken charge analysis, in e, for atoms 1 through 5:
1. C -0.23
2. C 0.41
3. H 0.18
4. H 0.23
5. O -0.32


4.
Entry from the Open Molecules 2025 dataset: an isolated molecule of C13H13P in a non-equilibrium geometry (ωB97M-V/def2-TZVPD).

SMILES string: Cp1ccc2c1CCc1ccccc1-2
lowest unoccupied orbital energy: 0.36 eV
relative energy (zero: lowest compared OMol25 entry of this formula, charge and spin): 0.0 kcal/mol
molar mass: 200.22 g/mol

XYZ file:
```
27
Properties=species:S:1:pos:R:3:forces:R:3
C 1.2386 0.3019 -0.1512 0.2 -3.3 -1.1
C -3.3330 -1.4117 0.1751 0.9 0.5 0.2
H 0.8221 -2.9410 -0.6946 -0.1 -0.4 0.1
H 3.3188 -2.6032 -0.7938 -0.2 0.0 0.1
H -1.0076 2.7933 -0.1864 -0.2 -0.6 -0.2
H -3.2766 1.7444 -0.8173 0.1 0.7 0.1
H -4.9042 -0.0394 -0.2641 1.2 0.2 -0.1
C -1.9672 -1.5566 0.2427 0.8 -1.9 0.9
C 3.7172 0.6583 1.0542 -1.3 -1.5 -2.7
H 1.4372 2.3540 -0.2121 -0.3 0.1 0.2
C 2.6147 -1.8402 -0.4796 0.4 1.4 -0.7
C -1.5293 0.6743 -0.2014 0.1 -0.4 -0.1
C 0.4594 -0.8558 -0.1760 1.0 3.5 0.5
C 0.7056 1.6009 0.1164 0.8 1.8 1.2
H -0.7277 1.7641 -1.5880 1.1 0.6 -0.8
C -0.9798 -0.6142 0.0312 -1.5 0.4 -0.6
C -2.8840 0.8365 -0.4101 -0.7 -0.5 0.4
C 1.2790 -1.9927 -0.4636 -0.4 -1.5 0.1
H -3.9486 -2.2426 0.4043 -0.6 -0.5 0.1
H 3.3135 0.3463 1.9689 -0.5 -1.2 1.1
H 3.4053 1.6349 0.9659 -0.4 2.6 -0.2
H 4.7501 0.6211 0.9588 1.9 -0.2 0.2
P 2.9457 -0.0229 -0.6488 0.0 -0.7 2.5
H 0.6508 1.6834 1.2519 -0.3 0.3 -1.1
H -1.6732 -2.5161 0.6081 0.6 -0.8 -0.2
C -3.7968 -0.1835 -0.1753 -1.8 0.7 -0.5
C -0.6301 1.8064 -0.5153 -0.9 0.8 0.5
```
Positions in Å, forces in eV/Å.

Results of the Mulliken charge analysis, in e, for atoms 1 through 5:
1. C 0.36
2. C -0.90
3. H 0.42
4. H 0.38
5. H 0.38


5.
Entry from the Open Molecules 2025 dataset: a structure of composition C39H58I4N4O4PSSi4TeYb in a non-equilibrium geometry (ωB97M-V/def2-TZVPD).

total charge: -2
lowest unoccupied orbital energy: 0.63 eV
multiplicity: 2
molar mass: 1630.56 g/mol

XYZ file:
```
117
Properties=species:S:1:pos:R:3:forces:R:3
H 16.1034 9.9731 20.2726 0.1 0.6 -0.3
H 12.9255 11.6588 10.7748 0.0 -0.1 0.1
C 16.7282 13.1341 11.7469 0.0 -0.7 0.0
H 14.8163 8.8855 20.7300 0.0 0.0 -0.1
C 12.9809 15.0032 12.6818 0.9 -0.5 -0.1
H 19.7861 11.4001 23.4302 0.1 -0.1 -0.2
C 16.2989 8.7845 12.7656 0.7 -1.6 1.1
N 12.8792 14.0828 16.9576 1.1 -0.9 -0.6
O 15.6982 15.5056 15.4306 0.8 0.8 -1.7
C 12.8170 10.2725 20.0343 -1.1 0.3 0.1
O 18.3468 11.5768 16.8943 -0.9 0.4 0.1
H 17.6726 15.5154 22.6412 -0.6 0.2 0.7
H 17.4770 11.4696 26.1242 -0.5 0.2 -0.3
C 13.9177 13.4833 25.4589 0.4 -0.8 -0.2
H 13.7793 13.7830 26.4903 0.0 0.4 0.3
H 19.0609 11.1980 20.7903 -0.3 -0.8 -0.1
H 17.6127 8.8747 23.7570 0.3 0.0 -0.5
H 17.7834 15.0820 20.9594 0.3 -0.1 0.4
C 15.5018 10.9716 9.8247 -0.3 0.1 0.9
H 17.2609 8.5996 8.2544 0.1 0.1 0.5
C 18.8862 12.2478 20.6853 -0.4 0.8 0.3
H 8.9197 11.8421 16.7589 -0.4 0.1 0.4
C 18.6447 14.7926 10.7012 1.3 0.5 -0.8
H 13.7528 10.0982 24.5737 -0.1 -0.2 0.2
O 13.1410 11.0103 18.9169 1.1 0.5 -0.7
C 11.9210 13.4920 11.1984 -0.8 -0.3 -0.5
H 13.0700 15.9505 13.1765 -0.1 0.3 0.3
Te 14.4653 13.7627 21.2719 -0.3 0.3 -0.5
H 13.5991 14.2563 24.7573 -0.2 0.0 0.1
C 17.9564 7.7370 10.7537 -1.1 0.8 2.1
H 9.8915 12.0500 15.3349 0.5 0.7 -0.2
H 15.9519 10.5422 7.7630 -0.2 0.0 0.1
H 12.1451 14.1125 17.6647 -0.4 0.5 -0.2
H 19.2167 15.2775 21.9898 1.2 0.5 -0.3
Si 15.9034 12.5182 22.7661 1.6 -1.1 0.8
C 9.1042 11.4689 15.7695 0.9 -1.4 -0.2
H 7.7180 9.7139 13.3914 0.4 0.4 0.1
H 12.3880 9.2795 19.7896 1.2 -0.4 0.0
C 13.7536 9.7430 23.5446 0.3 0.5 -1.0
H 19.9765 13.9583 12.0939 -0.1 -0.2 0.1
O 16.2363 11.3689 17.6195 0.4 0.8 -0.2
H 18.5741 7.3647 10.0080 1.0 -0.7 -1.4
C 18.1686 7.3870 12.0790 -0.4 0.9 -1.2
C 17.3918 14.8098 10.1468 -0.5 0.1 -0.7
H 18.3628 12.5173 19.7721 -0.3 -0.3 0.0
Si 15.4951 10.0996 22.8258 0.2 0.4 -0.4
C 15.6005 10.6076 11.1537 -0.1 0.1 -0.6
C 16.4418 13.9353 10.6450 -0.5 -0.1 0.0
C 7.9647 11.3408 14.7887 -1.9 0.4 0.1
H 7.7759 12.2773 14.1954 0.3 -0.9 0.5
C 12.9659 12.5796 11.3442 -0.4 -0.1 -0.4
H 19.4706 15.3871 10.2751 -0.6 -0.1 0.2
H 12.5092 13.7388 16.0630 -0.1 -0.1 0.9
I 16.2203 21.0453 23.1651 -0.5 -1.6 -0.9
H 13.3685 15.7474 15.6712 -0.2 -0.1 1.0
Si 18.2598 13.0481 22.2649 -1.5 -0.8 0.2
H 11.1219 15.4536 11.6820 0.3 -0.3 0.0
H 16.4738 12.3257 27.2503 -0.1 0.0 0.0
H 20.4336 13.0825 23.3052 0.4 -0.3 -0.1
C 13.6731 15.2718 16.6408 0.5 -0.4 -1.0
H 11.9172 10.6412 20.5066 -0.4 1.0 0.4
C 16.6446 14.7470 25.5641 0.7 -0.1 -0.6
H 19.0141 6.7866 12.3354 0.3 -0.5 0.2
H 15.9634 15.1748 26.2769 -0.2 0.5 0.5
H 17.1790 15.4483 9.2816 0.0 -0.2 0.4
S 9.6306 7.8503 14.0754 0.0 0.8 0.5
C 17.3049 7.8525 13.0838 -0.6 1.1 -1.5
I 10.2456 13.5497 19.0930 -0.3 0.0 0.1
I 14.7036 8.8684 14.1440 0.3 0.4 -0.2
C 16.9889 8.7209 10.4244 -0.4 -0.1 0.4
C 11.9363 14.7359 11.8101 -0.2 -0.3 0.2
C 14.0395 12.8621 12.1527 0.5 0.8 1.2
C 16.2148 9.3517 11.4737 1.0 0.1 -0.9
C 18.9579 13.9298 11.7220 1.4 0.8 0.5
H 13.2957 12.5870 25.3126 0.1 0.3 -0.2
C 16.0416 10.2177 8.7954 -0.3 0.2 -1.0
C 16.4383 11.8173 26.2783 0.1 -0.2 0.4
N 15.7209 13.9801 17.1334 -1.6 -0.1 -0.3
H 6.9886 11.0591 15.2968 1.0 0.4 -0.3
C 18.0070 13.1578 12.3066 -1.1 -1.1 0.4
Yb 14.5771 12.4506 18.3738 -1.9 0.1 0.4
H 16.4573 9.0852 25.0036 -0.3 0.2 0.1
I 15.3983 18.5942 21.7731 0.5 1.4 1.0
H 17.6472 14.0095 17.7944 0.2 -0.2 -0.5
P 15.5604 11.8863 12.4870 -0.5 0.5 -0.1
H 14.7775 14.3770 13.5929 0.2 -0.2 -0.1
Si 15.7412 13.1147 25.0663 0.2 0.4 -0.5
C 16.5475 8.9371 23.9286 -0.4 0.0 0.1
H 16.4285 8.5383 21.1615 0.8 -0.6 0.1
N 8.3877 10.2156 13.9700 -0.5 0.1 -0.8
H 15.4661 13.8371 10.1637 0.2 0.3 0.2
C 16.7926 9.1497 9.0782 1.0 -1.4 0.1
H 17.5607 13.8967 16.0164 -0.3 -0.2 0.2
H 13.6104 10.3352 20.7963 -0.5 -0.6 -0.3
H 10.3188 9.6653 16.4440 -1.1 0.9 -1.2
H 17.4913 7.4528 14.0474 -0.5 0.0 1.0
C 14.0121 14.0774 12.8821 -0.8 0.3 -0.4
H 11.0508 13.1703 10.6056 0.5 0.3 0.1
H 16.0812 7.9598 23.7042 0.3 0.1 0.1
H 13.6621 16.0010 17.4556 0.0 -0.1 -0.1
C 15.7396 9.3509 21.0665 -0.7 -0.3 1.0
H 12.9786 10.2868 22.9687 0.3 -0.4 0.4
C 19.5671 12.4588 23.5383 -0.4 0.9 0.1
H 19.3655 12.6446 24.5938 -0.3 0.0 0.0
H 17.6233 14.6214 26.0497 -0.3 -0.3 0.1
C 15.1468 14.8829 16.3148 -0.1 -0.3 2.1
C 17.0800 13.5611 16.9481 0.2 0.9 0.5
H 15.8017 10.9306 26.4301 0.1 0.3 -0.3
H 19.8551 12.6721 20.5640 1.2 0.5 -0.2
H 13.5954 8.6602 23.4765 -0.2 0.2 0.2
C 17.2423 12.0723 17.1348 1.4 -1.6 -0.1
H 18.2155 12.4964 13.1534 0.1 0.3 -0.2
H 15.0692 11.8980 9.5187 -0.3 0.6 0.3
C 9.2415 9.4045 14.6354 0.4 -0.3 1.3
H 16.8605 15.5132 24.7970 -0.5 -0.5 0.0
N 9.6006 10.0595 15.7864 0.5 -1.1 -0.1
C 18.2217 14.9062 21.9595 -0.3 -0.6 -0.7
```
Positions in Å, forces in eV/Å.

Results of the Mulliken charge analysis, in e, for atoms 1 through 5:
1. H 0.34
2. H 0.46
3. C 0.65
4. H 0.56
5. C -0.80


6.
Entry from the Open Molecules 2025 dataset: an isolated molecule of C4H5N3O in a non-equilibrium geometry (ωB97M-V/def2-TZVPD).

SMILES string: COc1cncnn1
lowest unoccupied orbital energy: -0.04 eV
relative energy (zero: lowest compared OMol25 entry of this formula, charge and spin): 132.9 kcal/mol
molar mass: 111.10 g/mol

XYZ file:
```
13
Properties=species:S:1:pos:R:3:forces:R:3
H 3.4138 -0.2052 -0.4404 -3.8 0.1 -0.1
O 1.2841 0.7824 0.0987 2.5 -2.0 -2.9
N -0.3093 -0.9343 0.2787 4.5 2.3 -0.9
C 2.2097 -0.4231 -0.1861 2.2 0.7 4.2
H 1.6608 -1.2318 -0.7610 1.1 1.2 0.8
C 0.0339 0.3796 -0.0783 2.6 -3.2 3.0
H -0.5297 2.4324 0.3670 -0.8 -2.2 -0.8
H -3.3322 -0.9160 -0.2362 1.1 2.8 -0.7
C -2.3232 -0.3113 -0.2490 -2.7 -2.0 2.6
H 2.2918 -0.6046 1.0003 0.2 -1.2 -2.9
N -1.4957 -1.2985 0.1579 -2.1 0.5 -1.4
C -0.8543 1.3432 0.0559 1.4 4.8 0.9
N -2.0497 0.9872 -0.0075 -6.1 -1.9 -1.8
```
Positions in Å, forces in eV/Å.

Results of the Mulliken charge analysis, in e, for atoms 1 through 5:
1. H 0.24
2. O -0.38
3. N -0.07
4. C -0.58
5. H 0.33


7.
Entry from the Open Molecules 2025 dataset: a cluster of 2 separate species, C5H12NS in total in a non-equilibrium geometry (ωB97M-V/def2-TZVPD).

total charge: +1
lowest unoccupied orbital energy: -4.91 eV
relative energy (zero: lowest compared OMol25 entry of this formula, charge and spin): 63.0 kcal/mol
molar mass: 118.22 g/mol

XYZ file:
```
19
Properties=species:S:1:pos:R:3:forces:R:3
H 1.4885 -0.0602 0.0635 1.5 -0.6 -0.7
C -1.3974 -1.2963 -1.0121 -2.8 -1.6 0.0
N 0.5217 -0.1671 -0.0941 -1.9 0.1 1.3
H 1.9076 -1.8253 -1.5434 0.2 -0.5 0.4
H 0.9972 1.2643 1.8956 0.6 0.2 -0.3
H -0.2257 3.0235 0.4190 1.0 0.2 -2.9
H -1.9585 -0.8300 -1.8673 1.4 -0.3 0.3
H 0.5718 -3.1239 -1.2030 0.8 1.0 -0.2
H 0.2279 -0.2248 2.3870 -0.3 -2.6 1.0
C -0.6234 3.1437 1.3408 -1.3 -0.3 4.3
H 0.6393 -2.1318 -2.6503 -0.5 0.2 -0.1
H -1.4569 -2.4367 -1.1593 -0.7 1.7 0.3
H 0.0224 3.4696 2.1419 1.1 -0.1 -0.2
H -1.4267 3.8025 1.5764 -0.9 0.8 -1.2
C 0.1063 0.6789 1.9352 -0.7 2.3 -1.8
S -1.2855 1.5721 1.9202 0.0 -0.7 0.2
H -2.0275 -0.9491 -0.1784 0.4 -0.4 0.1
C 0.8585 -2.1008 -1.5863 -0.1 -0.2 0.4
C 0.0179 -1.1015 -0.8179 2.1 0.9 -0.9
```
Positions in Å, forces in eV/Å.

Results of the Mulliken charge analysis, in e, for atoms 1 through 5:
1. H 0.26
2. C -0.99
3. N -0.52
4. H 0.35
5. H 0.34


> What is the molar mass in the fourth record?

200.22 g/mol